Entry 1:
Entry from the OMol25 dataset: a structure of composition C16H21HfN8O3 (the ωB97M-V functional and the def2-TZVPD basis).

Last column: Löwdin charge in e.
Positions of all 49 atoms, in Å:
Hf (-0.10, 0.15, -0.54)  1.74
N (-1.68, 1.63, -1.76)  0.02
N (-2.50, 0.97, -2.72)  0.07
C (-2.39, -0.36, -2.85)  -0.33
N (-3.19, -1.08, -3.59)  0.30
N (-1.35, -0.81, -2.12)  0.01
N (-1.11, -2.09, -1.75)  -0.35
O (-0.30, -2.03, -0.76)  -0.06
O (-1.55, -3.07, -2.24)  0.26
H (-2.27, 1.94, -0.99)  0.12
H (-1.28, 2.46, -2.21)  0.14
H (-3.24, 1.51, -3.16)  0.19
H (-3.99, -0.67, -4.07)  0.17
H (-3.06, -2.08, -3.68)  0.15
C (1.66, 0.64, -3.01)  -0.01
N (1.94, -0.45, -2.03)  -0.17
C (2.59, -1.65, -2.64)  -0.12
C (4.09, -1.41, -2.74)  -0.11
C (4.66, -1.20, -1.35)  -0.07
N (3.79, -0.34, -0.52)  0.00
C (4.36, 0.07, 0.78)  0.06
C (2.60, 0.02, -0.87)  -0.44
O (1.82, 0.78, -0.15)  -0.13
H (0.98, 1.39, -2.60)  0.06
H (1.20, 0.19, -3.88)  0.11
H (2.57, 1.17, -3.30)  0.12
H (2.14, -1.81, -3.61)  0.14
H (2.36, -2.51, -2.01)  0.14
H (4.30, -0.56, -3.38)  0.13
H (4.57, -2.27, -3.20)  0.15
H (5.63, -0.72, -1.38)  0.15
H (4.77, -2.14, -0.81)  0.15
H (4.62, -0.84, 1.33)  0.12
H (3.65, 0.66, 1.34)  0.10
H (5.26, 0.65, 0.58)  0.12
N (-4.67, 1.41, 8.25)  0.23
C (-4.18, 1.29, 7.22)  -0.14
C (-3.56, 1.13, 5.94)  -0.17
C (-2.17, 1.19, 5.84)  0.02
C (-1.57, 1.05, 4.60)  0.02
C (-2.38, 0.84, 3.46)  -0.24
C (-3.78, 0.79, 3.57)  0.01
C (-4.37, 0.93, 4.81)  0.02
C (-1.76, 0.70, 2.22)  -0.04
C (-1.19, 0.57, 1.12)  -0.19
H (-1.58, 1.34, 6.72)  0.14
H (-0.50, 1.09, 4.51)  0.13
H (-4.39, 0.63, 2.69)  0.13
H (-5.44, 0.90, 4.92)  0.14

Calculated values
- Total charge: +3
- HOMO level: -16.42 eV
- LUMO energy: -10.7 eV
- Frontier orbital gap: 0.209 Ha


Entry 2:
Entry from the OMol25 dataset: a cluster of 3 separate species, C25H49BrNO4 in total in a non-equilibrium geometry (the ωB97M-V functional and the def2-TZVPD basis).

Last column: Mulliken spin population.
Positions of all 80 atoms, in Å:
C (0.88, -0.36, 1.71)  0.00
C (0.34, -0.16, 0.28)  0.01
C (1.11, -1.13, -0.64)  0.04
C (-1.17, -0.47, 0.33)  -0.02
C (-2.09, 0.20, -0.71)  -0.03
C (-1.92, -0.50, -2.07)  0.00
C (-2.46, 0.16, -3.33)  0.00
O (-1.86, 0.12, -4.36)  0.00
O (-3.63, 0.87, -3.23)  0.00
C (-3.55, -0.07, -0.22)  0.00
C (-4.00, 0.83, 0.90)  0.00
O (-3.83, 0.69, 2.06)  0.00
Br (-5.01, 2.40, 0.26)  0.00
C (-1.75, 1.69, -0.73)  0.00
C (-0.27, 2.05, -0.95)  0.04
C (-0.12, 3.52, -0.51)  0.01
C (0.17, 1.97, -2.42)  0.02
N (0.64, 1.27, -0.06)  0.36
O (1.87, 1.45, -0.34)  0.57
H (1.83, 0.17, 1.81)  0.00
H (0.18, 0.09, 2.41)  0.00
H (1.01, -1.42, 1.95)  0.00
H (2.15, -1.18, -0.32)  -0.01
H (0.68, -2.13, -0.52)  0.00
H (1.08, -0.85, -1.69)  0.01
H (-1.56, -0.21, 1.32)  0.00
H (-1.28, -1.55, 0.24)  0.00
H (-0.87, -0.70, -2.28)  0.00
H (-2.40, -1.49, -1.99)  0.00
H (-4.38, 0.28, -3.13)  0.00
H (-3.57, -1.09, 0.20)  0.00
H (-4.28, -0.01, -1.02)  0.00
H (-2.32, 2.23, -1.49)  0.00
H (-2.04, 2.13, 0.23)  0.00
H (-0.37, 3.63, 0.55)  0.00
H (-0.78, 4.16, -1.10)  0.00
H (0.91, 3.85, -0.64)  0.00
H (-0.67, 2.32, -3.04)  0.00
H (1.01, 2.64, -2.61)  -0.01
H (0.41, 0.96, -2.76)  0.00
C (-0.76, 3.18, 3.72)  0.00
C (-0.16, 3.35, 5.11)  0.00
C (1.05, 4.28, 5.14)  0.00
C (2.23, 3.82, 4.29)  0.00
C (2.77, 2.43, 4.63)  0.00
C (3.31, 2.32, 6.05)  0.00
H (-0.03, 2.74, 3.03)  0.00
H (-1.63, 2.52, 3.75)  0.00
H (-1.07, 4.14, 3.31)  0.00
H (0.11, 2.37, 5.51)  0.00
H (-0.93, 3.74, 5.79)  0.00
H (1.37, 4.42, 6.18)  0.00
H (0.74, 5.28, 4.80)  0.00
H (3.04, 4.55, 4.39)  0.00
H (1.95, 3.84, 3.23)  0.00
H (3.57, 2.19, 3.93)  0.00
H (1.99, 1.68, 4.47)  0.00
H (4.11, 3.05, 6.22)  0.00
H (3.71, 1.33, 6.24)  0.00
H (2.53, 2.51, 6.79)  0.00
C (0.29, -2.53, -4.80)  0.00
C (-0.43, -3.77, -4.27)  0.00
C (-0.17, -4.04, -2.79)  0.00
C (1.29, -4.31, -2.43)  0.00
C (1.93, -5.47, -3.17)  0.00
C (1.26, -6.82, -2.90)  0.00
H (1.38, -2.64, -4.72)  0.00
H (0.06, -2.36, -5.85)  0.00
H (-0.01, -1.64, -4.25)  0.00
H (-0.14, -4.64, -4.86)  0.00
H (-1.51, -3.64, -4.42)  0.00
H (-0.79, -4.89, -2.47)  0.00
H (-0.52, -3.18, -2.20)  0.00
H (1.35, -4.50, -1.35)  0.00
H (1.88, -3.40, -2.60)  0.00
H (2.98, -5.54, -2.88)  0.00
H (1.93, -5.27, -4.25)  0.00
H (1.28, -7.05, -1.84)  0.00
H (1.77, -7.62, -3.43)  0.00
H (0.22, -6.82, -3.23)  0.00

Calculated values
- 2S+1: 2
- Total charge: 0
- HOMO level (alpha / beta): -8.51 / -9.65 eV
- LUMO energy (alpha / beta): 0.1 / 0.1 eV
- Frontier orbital gap (alpha / beta): 0.315 / 0.357 Ha


Entry 3:
Entry from the OMol25 dataset: a cluster of 2 separate species, C4H6N2O4 in total in a non-equilibrium geometry (the ωB97M-V functional and the def2-TZVPD basis).

Last column: Löwdin charge in e.
Positions of all 16 atoms, in Å:
C (-1.25, 0.61, -1.51)  -0.15
C (-1.32, -0.68, -1.54)  -0.18
C (2.69, -0.40, 2.45)  -0.15
C (1.44, -1.23, 2.42)  -0.07
N (-2.96, 0.94, -3.07)  0.04
N (0.89, 0.60, 1.39)  0.01
O (-1.85, 1.51, -2.38)  -0.17
O (-1.38, -1.85, -1.46)  0.15
O (2.23, 0.77, 1.75)  -0.09
O (0.53, -0.55, 1.80)  -0.01
H (-0.61, 1.10, -0.80)  0.10
H (3.02, -0.12, 3.46)  0.11
H (3.54, -0.85, 1.91)  0.11
H (1.23, -2.21, 2.80)  0.12
H (-2.62, 0.61, -3.97)  0.09
H (-3.58, 1.73, -3.24)  0.09

Calculated values
- Energy relative to the best compared isomer or geometry (same formula, charge and spin): 231.02 kcal/mol
- Total charge: 0
- HOMO level (alpha / beta): -7.72 / -7.73 eV
- LUMO energy (alpha / beta): 0.2 / 0.2 eV
- Frontier orbital gap (alpha / beta): 0.292 / 0.292 Ha


Entry 4:
Entry from the OMol25 dataset: a structure of composition C23H20BrN2OPV (the ωB97M-V functional and the def2-TZVPD basis).

Last column: Mulliken spin population.
Positions of all 49 atoms, in Å:
V (-1.19, -0.04, 0.29)  2.34
N (-1.50, 2.00, 0.34)  0.00
C (-1.24, 2.11, -1.09)  -0.08
C (-2.13, 2.83, -1.88)  0.03
C (-1.93, 2.91, -3.25)  -0.03
C (-0.86, 2.25, -3.84)  0.00
C (0.00, 1.50, -3.08)  -0.01
C (-0.15, 1.42, -1.68)  -0.03
P (0.88, 0.24, -0.80)  -0.19
C (2.14, -0.61, -1.68)  -0.02
C (3.47, -0.35, -1.36)  -0.02
C (4.47, -1.01, -2.05)  0.00
C (4.13, -1.91, -3.06)  -0.02
C (2.80, -2.17, -3.37)  0.01
C (1.79, -1.53, -2.68)  -0.01
C (1.28, 0.92, 0.80)  0.00
C (1.59, 2.27, 1.02)  0.03
C (1.82, 2.71, 2.31)  -0.01
C (1.74, 1.82, 3.39)  -0.01
C (1.44, 0.48, 3.18)  0.01
C (1.21, 0.02, 1.88)  -0.05
H (-2.42, 2.38, 0.55)  0.01
H (-0.82, 2.51, 0.90)  0.00
H (-2.95, 3.37, -1.42)  0.00
H (-2.61, 3.50, -3.85)  0.00
H (-0.70, 2.33, -4.91)  0.00
H (0.84, 0.99, -3.55)  0.00
H (3.74, 0.36, -0.58)  0.00
H (5.51, -0.82, -1.82)  0.00
H (4.92, -2.42, -3.60)  0.00
H (2.55, -2.88, -4.15)  0.00
H (0.75, -1.74, -2.92)  0.00
H (1.67, 2.95, 0.19)  0.00
H (2.09, 3.74, 2.49)  0.00
H (1.93, 2.17, 4.39)  0.00
H (1.42, -0.20, 4.01)  0.00
H (1.07, -1.04, 1.70)  0.00
O (-4.45, -4.14, 3.33)  0.00
C (-3.63, -3.25, 2.84)  0.00
C (-2.52, -2.72, 3.52)  0.00
C (-1.74, -1.79, 2.89)  0.02
N (-1.99, -1.35, 1.63)  0.01
C (-3.06, -1.88, 1.02)  0.02
Br (-3.28, -1.13, -0.74)  0.01
C (-3.91, -2.81, 1.53)  -0.01
H (-4.23, -4.43, 4.23)  0.00
H (-2.28, -3.03, 4.52)  0.00
H (-0.88, -1.35, 3.39)  0.00
H (-4.76, -3.19, 0.98)  0.00

Calculated values
- 2S+1: 3
- Energy relative to the best compared isomer or geometry (same formula, charge and spin): 10.17 kcal/mol
- Total charge: +3
- HOMO level (alpha / beta): -17.79 / -17.68 eV
- LUMO energy (alpha / beta): -11.2 / -10.1 eV
- Frontier orbital gap (alpha / beta): 0.244 / 0.278 Ha


Entry 5:
Entry from the OMol25 dataset: a cluster of 2 separate species, C6H11IOS in total in a non-equilibrium geometry (the ωB97M-V functional and the def2-TZVPD basis).

Last column: Löwdin charge in e.
Positions of all 20 atoms, in Å:
C (-2.90, 0.40, 0.89)  -0.43
C (-2.09, 1.21, -0.18)  -0.30
C (-1.15, -0.92, -0.54)  -0.45
C (-2.84, 1.88, -1.40)  0.00
C (4.19, -1.97, 0.33)  -0.23
C (2.96, -1.00, 0.44)  -0.53
O (-1.12, 0.29, -0.81)  -0.16
S (-2.32, -1.29, 0.71)  0.87
I (3.84, 1.09, 0.54)  0.56
H (-2.81, 0.75, 1.92)  0.07
H (-3.96, 0.37, 0.70)  0.06
H (-1.45, 1.87, 0.36)  0.13
H (2.60, -0.97, 1.52)  0.04
H (-2.11, 2.44, -1.86)  0.05
H (-3.60, 2.54, -1.09)  0.07
H (-3.17, 1.20, -2.13)  0.08
H (4.83, -2.00, -0.56)  0.07
H (3.89, -3.02, 0.40)  0.06
H (4.85, -1.85, 1.15)  0.03
H (2.37, -1.05, -0.39)  -0.01

Calculated values
- Energy relative to the best compared isomer or geometry (same formula, charge and spin): 25.39 kcal/mol
- Total charge: 0
- HOMO level: -8.58 eV
- LUMO energy: 0.5 eV
- Frontier orbital gap: 0.334 Ha


Entry 6:
Entry from the OMol25 dataset: an isolated molecule of C4H7ClN2 in a non-equilibrium geometry (the ωB97M-V functional and the def2-TZVPD basis).

Last column: Löwdin charge in e.
Positions of all 14 atoms, in Å:
C (0.52, -1.13, -0.67)  -0.16
C (-0.50, -0.60, 0.29)  -0.39
C (1.83, 0.35, 0.41)  -0.66
C (-1.67, 0.26, -0.39)  -0.06
N (1.71, -0.80, -0.50)  0.05
N (0.28, 0.33, 1.14)  -0.02
Cl (2.13, 1.85, -0.42)  0.61
H (0.10, -1.80, -1.38)  0.11
H (-1.12, -1.36, 0.94)  0.16
H (2.55, 0.27, 1.18)  0.06
H (-2.08, 0.86, 0.39)  0.05
H (-2.36, -0.41, -0.87)  0.05
H (-1.25, 0.86, -1.28)  0.10
H (-0.14, 1.30, 1.16)  0.09

Calculated values
- SMILES string: C[C@H]1C=N[C@@H](Cl)N1
- Energy relative to the best compared isomer or geometry (same formula, charge and spin): 52.03 kcal/mol
- Total charge: 0
- HOMO level: -9.23 eV
- LUMO energy: 0.8 eV
- Frontier orbital gap: 0.368 Ha


no.,E (eV)
1,-36273.017
2,-106441.684
3,-15406.294
4,-134195.822
5,-27380.772
6,-19762.477